Entry P
The following is a DFT calculation (wB97M-V/def2-TZVPD) of a 2-piece molecular cluster, C2H4BrCl overall.

Calculated values
Frontier orbital gap (spin up / spin down)   0.34896 / 0.30881 Ha
M   143.41 g mol⁻¹
Highest occupied orbital energy (spin up / spin down)   -8.643 / -10.414 eV
Expectation value of S²   2.01
LUMO energy (spin up / spin down)   0.85 / -2.01 eV
2S+1   3

Each line ends with the natural charge from an NBO analysis.
Cartesian coordinates (Å):
1 C -0.807 -1.389 -0.450  0.07
2 C 0.563 -1.480 0.182  -0.59
3 Cl -1.597 0.029 0.024  0.05
4 Br 1.853 -0.028 0.026  0.00
5 H -0.099 -1.389 -2.344  -0.03
6 H 0.072 -1.439 -3.074  0.02
7 H 1.156 -2.211 -0.220  0.23
8 H 0.550 -1.654 1.283  0.24


Entry Q
The following is a DFT calculation (wB97M-V/def2-TZVPD) of one molecule with the formula C2H4BrCl.

Calculated values
Frontier orbital gap (spin up / spin down)   0.22223 / 0.23993 Ha
M   143.41 g mol⁻¹
Highest occupied orbital energy (spin up / spin down)   -5.164 / -10.645 eV
Expectation value of S²   2.00
LUMO energy (spin up / spin down)   0.88 / -4.12 eV
2S+1   3

Each line ends with the natural charge from an NBO analysis.
Cartesian coordinates (Å):
1 C -0.534 0.566 -0.037  -0.41
2 C 0.462 -0.538 -0.048  -0.72
3 Cl -2.231 0.058 -0.034  -0.07
4 Br 2.329 0.062 -0.034  0.31
5 H -0.489 1.171 -0.842  0.20
6 H -0.215 1.218 0.880  0.20
7 H 0.227 -1.316 -0.791  0.24
8 H 0.451 -1.220 0.906  0.25


Most favorable structure: entry P. The second most favorable one is 0.716 eV above it.


Entry P
The following is a DFT calculation (wB97M-V/def2-TZVPD) of C5H9N3O as an isolated structure.

Calculated values
Frontier orbital gap (spin up / spin down)   0.27283 / 0.27285 Ha
M   127.15 g mol⁻¹
Highest occupied orbital energy (spin up / spin down)   -8.026 / -8.026 eV
LUMO energy (spin up / spin down)   -0.60 / -0.60 eV

Each line ends with the natural charge from an NBO analysis.
Cartesian coordinates (Å):
1 C 0.718 0.873 -1.198  0.04
2 C 1.225 1.177 0.174  -0.27
3 C 1.241 -1.050 1.370  -0.42
4 N 0.699 -0.156 0.363  -0.36
5 C -0.969 -0.003 0.244  0.62
6 C -0.702 0.847 -1.243  0.14
7 N -1.480 -1.307 -0.045  -0.88
8 N -1.553 1.236 -2.084  -0.59
9 O -1.519 0.666 1.134  -0.72
10 H 1.369 0.455 -1.954  0.23
11 H -2.477 -1.348 0.120  0.39
12 H -1.218 -1.691 -0.943  0.37
13 H -2.495 0.956 -1.796  0.35
14 H 0.721 1.963 0.737  0.23
15 H 2.306 1.226 0.268  0.22
16 H 2.310 -1.193 1.198  0.20
17 H 0.737 -2.011 1.283  0.23
18 H 1.086 -0.640 2.373  0.22


Entry Q
The following is a DFT calculation (wB97M-V/def2-TZVPD) of a 2-piece molecular cluster, C5H9N3O overall.

Calculated values
Frontier orbital gap (spin up / spin down)   0.34227 / 0.34224 Ha
M   127.15 g mol⁻¹
Highest occupied orbital energy (spin up / spin down)   -8.776 / -8.776 eV
Structure (SMILES)   [O-][n+]1cccnc1.CN
LUMO energy (spin up / spin down)   0.54 / 0.54 eV

Each line ends with the natural charge from an NBO analysis.
Cartesian coordinates (Å):
1 C 1.352 -0.941 1.200  -0.28
2 C 0.888 0.359 1.113  0.05
3 C 1.968 -1.482 0.063  0.04
4 C 1.507 0.467 -1.030  0.19
5 C -2.069 -0.045 -0.855  -0.41
6 N 2.078 -0.717 -1.019  -0.42
7 N 0.955 1.113 0.011  0.06
8 N -1.910 0.392 0.515  -0.83
9 O 0.572 2.311 -0.001  -0.55
10 H 1.317 -1.629 1.966  0.23
11 H 0.332 0.951 1.984  0.25
12 H 2.354 -2.562 0.167  0.21
13 H 1.537 1.054 -1.934  0.20
14 H -1.127 -0.108 -1.247  0.18
15 H -2.320 -1.032 -0.787  0.18
16 H -2.771 0.468 -1.602  0.17
17 H -2.698 -0.015 0.964  0.35
18 H -1.967 1.417 0.494  0.37


Most favorable structure: entry Q. The second most favorable one is 0.668 eV above it.


Entry P
The following is a DFT calculation (wB97M-V/def2-TZVPD) of a 2-piece molecular cluster, C5H9N3O overall.

Calculated values
Frontier orbital gap   0.30141 Ha
M   127.15 g mol⁻¹
Highest occupied orbital energy   -8.259 eV
LUMO energy   -0.06 eV

Each line ends with the natural charge from an NBO analysis.
Cartesian coordinates (Å):
1 C 1.439 -1.080 -1.357  -0.71
2 C 1.698 -1.104 0.130  0.69
3 C 0.113 -1.885 1.659  0.00
4 N 1.006 -2.123 0.802  -0.46
5 O 2.499 -0.390 0.692  -0.57
6 H 1.757 -2.025 -1.800  0.24
7 H 0.371 -0.955 -1.543  0.23
8 H 1.991 -0.258 -1.806  0.23
9 H -0.341 -2.721 2.189  0.17
10 H -0.230 -0.876 1.897  0.18
11 C -2.702 1.334 -0.593  -0.02
12 C 0.361 2.129 0.525  -0.23
13 N -1.555 1.822 -0.377  -0.33
14 N -0.417 1.132 0.299  -0.41
15 H -2.866 0.266 -0.507  0.21
16 H 1.370 1.896 0.863  0.19
17 H -0.983 2.845 -0.194  0.38
18 H -3.512 1.994 -0.878  0.21


Entry Q
The following is a DFT calculation (wB97M-V/def2-TZVPD) of one molecule with the formula C5H9N3O.

Calculated values
Frontier orbital gap   0.33470 Ha
M   127.15 g mol⁻¹
Highest occupied orbital energy   -8.718 eV
Structure (SMILES)   C[C@@]1(N2CN2N)CC1=O
LUMO energy   0.39 eV

Each line ends with the natural charge from an NBO analysis.
Cartesian coordinates (Å):
1 C -0.336 1.725 -0.218  -0.11
2 C 0.422 -1.366 -1.096  -0.54
3 C 2.088 -0.262 0.545  -0.61
4 N -1.370 0.716 -0.377  -0.14
5 C 0.056 -1.838 0.224  0.56
6 C 0.659 -0.477 0.112  0.02
7 N -2.538 1.094 0.314  -0.68
8 N -0.297 0.534 0.616  -0.27
9 O -0.972 -2.303 0.668  -0.48
10 H -2.419 0.881 1.307  0.36
11 H -3.299 0.483 0.016  0.36
12 H 0.354 1.816 -1.047  0.18
13 H -0.598 2.649 0.286  0.20
14 H -0.394 -1.186 -1.782  0.25
15 H 1.273 -1.857 -1.548  0.24
16 H 2.142 -0.094 1.625  0.23
17 H 2.511 0.613 0.041  0.21
18 H 2.716 -1.128 0.312  0.22


Most favorable structure: entry Q. The second most favorable one is 0.396 eV above it.


Entry P
The following is a DFT calculation (wB97M-V/def2-TZVPD) of one molecule with the formula C5H9N3O.

Calculated values
Frontier orbital gap (spin up / spin down)   0.32272 / 0.32270 Ha
M   127.15 g mol⁻¹
Highest occupied orbital energy (spin up / spin down)   -8.248 / -8.247 eV
LUMO energy (spin up / spin down)   0.53 / 0.53 eV

Each line ends with the natural charge from an NBO analysis.
Cartesian coordinates (Å):
1 C -1.936 0.512 -0.573  -0.65
2 C 0.605 -1.959 0.319  0.52
3 C 0.581 -0.342 -0.638  0.26
4 C -0.778 0.087 0.279  0.01
5 N 2.111 0.571 0.872  -0.65
6 N 0.297 -0.622 -1.964  -0.86
7 C -0.787 0.237 1.598  -0.43
8 N 1.736 0.219 -0.406  -0.29
9 O 1.062 -2.158 1.354  -0.49
10 H 1.483 1.242 1.309  0.36
11 H 3.059 0.925 0.840  0.37
12 H 0.983 -1.189 -2.438  0.39
13 H -0.041 0.145 -2.522  0.38
14 H -2.361 -0.348 -1.091  0.23
15 H -1.634 1.238 -1.324  0.21
16 H -2.719 0.954 0.040  0.22
17 H 0.018 -0.092 2.236  0.22
18 H -1.680 0.579 2.109  0.20


Entry Q
The following is a DFT calculation (wB97M-V/def2-TZVPD) of one molecule with the formula C5H9N3O.

Calculated values
Frontier orbital gap   0.28584 Ha
M   127.15 g mol⁻¹
Highest occupied orbital energy   -7.114 eV
Structure (SMILES)   CC1=NC=C(N)CN1O
LUMO energy   0.66 eV

Each line ends with the natural charge from an NBO analysis.
Cartesian coordinates (Å):
1 C -1.856 0.838 -1.778  -0.65
2 C -0.882 0.564 -0.675  0.43
3 C 1.303 0.087 0.981  0.09
4 N 2.575 -0.131 1.522  -0.81
5 C 0.814 1.323 0.698  -0.09
6 C 0.495 -1.110 0.688  -0.25
7 O -1.244 -1.727 -1.102  -0.55
8 N -0.752 -0.718 -0.248  -0.14
9 N -0.236 1.559 -0.145  -0.53
10 H -1.982 -2.140 -0.626  0.47
11 H 2.608 -0.783 2.293  0.37
12 H 3.099 0.709 1.689  0.38
13 H 1.318 2.218 1.041  0.19
14 H -2.860 0.559 -1.453  0.22
15 H -1.613 0.254 -2.664  0.23
16 H -1.828 1.897 -2.028  0.24
17 H -0.033 -1.477 1.571  0.19
18 H 1.072 -1.922 0.236  0.21


Entry R
The following is a DFT calculation (wB97M-V/def2-TZVPD) of one molecule with the formula C5H9N3O.

Calculated values
Frontier orbital gap   0.37184 Ha
M   127.15 g mol⁻¹
Highest occupied orbital energy   -9.256 eV
Structure (SMILES)   [H]/N=C(/C)[C@]1(NO)NC1=C
LUMO energy   0.86 eV

Each line ends with the natural charge from an NBO analysis.
Cartesian coordinates (Å):
1 C 2.340 -0.403 0.548  -0.67
2 N -1.183 -0.804 0.940  -0.34
3 C -0.144 -0.339 0.023  0.09
4 C -0.712 0.082 -1.246  0.18
5 C 1.055 0.353 0.630  0.29
6 C -1.371 0.885 -2.039  -0.46
7 O -1.875 0.262 1.598  -0.58
8 N 0.079 -1.135 -1.174  -0.59
9 N 1.001 1.475 1.196  -0.60
10 H -2.697 0.383 1.095  0.47
11 H -0.766 -1.344 1.697  0.35
12 H -0.445 -1.996 -1.274  0.38
13 H 0.086 1.918 1.192  0.35
14 H 3.146 0.213 0.928  0.24
15 H 2.530 -0.682 -0.490  0.24
16 H 2.266 -1.316 1.137  0.22
17 H -1.466 0.669 -3.088  0.21
18 H -1.845 1.778 -1.672  0.22


Entry S
The following is a DFT calculation (wB97M-V/def2-TZVPD) of one molecule with the formula C5H9N3O.

Calculated values
Frontier orbital gap   0.38070 Ha
M   127.15 g mol⁻¹
Highest occupied orbital energy   -9.397 eV
Structure (SMILES)   [H]/N=C\N1C[C@H]1CON=C
LUMO energy   0.96 eV

Each line ends with the natural charge from an NBO analysis.
Cartesian coordinates (Å):
1 C 3.081 0.213 -2.184  -0.14
2 C 0.445 0.322 -0.041  -0.09
3 C -0.310 -0.891 0.498  -0.07
4 C -1.535 -1.349 -0.182  -0.23
5 C -2.209 0.519 1.310  0.27
6 H 2.908 -0.773 -2.643  0.18
7 H 3.947 0.803 -2.446  0.19
8 H -0.206 1.011 -0.590  0.19
9 H 1.025 0.878 0.715  0.20
10 H 0.317 -1.648 0.987  0.21
11 H -1.853 -0.768 -1.046  0.20
12 H -1.754 -2.388 -0.247  0.21
13 H -3.163 0.641 0.723  0.16
14 H -0.911 1.247 2.551  0.33
15 N 2.325 0.672 -1.266  -0.12
16 N -1.622 -0.713 1.126  -0.43
17 N -1.814 1.473 2.069  -0.66
18 O 1.330 -0.239 -0.989  -0.41


Most favorable structure: entry Q. The second most favorable one is 1.248 eV above it.